ORCA calculation (ωB97M-V/def2-TZVPD) on a 2-piece molecular cluster, C17H11F4NO2 overall at a distorted geometry.

Total energy   -34260.2508 eV
Gap between HOMO and LUMO   5.62 eV
HOMO   -0.318 Eh

```
! wB97M-V def2-TZVPD RIJCOSX def2/J DEFGRID3
* xyz 0 1
C -3.428 -1.761 0.519
C -1.122 -1.043 0.843
O -0.517 -0.672 -2.437
C -0.413 1.490 -3.531
F 3.408 2.581 2.923
H 0.326 -2.658 0.555
N -0.382 1.272 -1.149
F -1.250 -4.606 -0.058
C -0.444 0.551 -2.309
C 1.618 1.292 2.039
H 1.691 -2.012 1.095
H -2.874 0.228 1.115
H -3.761 -3.830 -0.070
O -0.332 3.528 -0.585
C -1.674 -3.330 0.236
H -0.702 1.031 1.001
C -3.040 -3.065 0.199
H 0.944 2.136 2.154
C 1.111 0.061 1.505
C -0.719 -2.382 0.565
H 0.576 3.395 -3.223
C -2.528 -0.770 0.858
F -4.773 -1.471 0.508
C -0.346 2.875 -2.931
H 0.467 1.274 -4.150
C 3.348 -0.852 1.771
C -0.242 0.045 1.079
C 3.859 0.347 2.259
C -0.350 2.617 -1.412
H -1.213 3.486 -3.217
H 4.905 0.454 2.526
H -1.319 1.351 -4.135
C 2.019 -1.039 1.430
F 4.211 -1.918 1.635
C 2.948 1.398 2.390
*
```


ORCA calculation (ωB97M-V/def2-TZVPD) on C26H54Cl3N5O4PSiV as an isolated structure at a distorted geometry.

Total energy   -123906.3411 eV
<S²>   3.76
Gap between HOMO and LUMO (spin up / spin down)   5.55 / 6.61 eV
HOMO (spin up / spin down)   -0.126 / -0.165 Eh

```
! wB97M-V def2-TZVPD RIJCOSX def2/J DEFGRID3
* xyz -1 4
C -0.083 1.096 -7.410
H 1.083 2.420 4.851
C 2.291 -3.716 -6.459
Si -0.443 -0.114 -2.927
H 0.475 1.731 7.503
H 1.322 3.042 0.863
Cl 1.825 1.604 -1.287
H -0.876 5.787 0.033
H -1.099 2.410 -2.733
H -2.859 -0.795 7.486
H -2.511 4.525 0.439
H -1.822 -2.362 4.775
C -0.620 -2.462 1.527
C -0.611 1.791 -3.497
H -1.428 -4.699 2.999
H -0.214 3.054 3.772
C 2.985 -2.599 -3.828
C -1.666 -0.794 -4.229
O -0.798 -1.392 0.885
C 1.220 0.929 7.382
H 0.036 -0.782 -6.308
H 1.726 -4.419 -5.828
H -2.509 -4.617 -0.039
H 0.789 5.453 0.602
C -2.151 1.617 4.486
Cl 2.202 -1.052 0.871
H 0.163 2.990 -8.407
H -2.070 1.573 3.387
H -2.590 -2.812 -0.158
N -0.836 1.530 5.123
C -1.874 -0.324 7.352
H -1.205 1.851 -4.414
H 2.058 3.724 -6.924
C 2.323 -1.768 -4.890
H -2.012 0.770 7.335
H -2.666 -0.817 -3.759
H -2.337 -2.583 6.468
H -1.351 1.143 -0.772
C -1.937 -3.685 -0.069
H 0.050 -2.528 2.396
H -1.367 -1.828 -4.458
H -0.621 -2.823 6.022
N -1.318 -0.810 6.097
H 2.895 2.168 -5.110
C 0.010 2.679 4.782
O 0.138 -0.768 3.965
H 2.432 -3.522 -3.596
Cl -0.028 -2.123 -2.354
H 3.973 -2.936 -4.182
P -0.166 -0.005 5.195
H -2.528 0.415 -1.936
C 1.528 0.626 -5.638
H -2.596 2.573 4.774
H 0.270 4.928 -1.022
O -0.188 1.641 1.026
H 2.454 -1.330 6.347
H -0.948 0.750 -8.003
H -1.265 -0.607 8.228
H 2.510 -0.636 4.700
N -1.219 -3.615 1.188
H -1.787 -0.610 -0.719
H 1.960 -3.888 -7.488
H -2.329 2.911 1.245
H -2.793 0.795 4.852
H 3.299 0.198 6.064
H -1.659 -5.640 1.501
H 2.217 1.341 7.574
C 2.079 -2.285 -6.099
H 3.056 0.083 -4.193
C 1.586 2.745 -6.777
H -2.186 3.064 -0.546
C 0.527 2.338 -7.588
O 1.283 -0.110 -3.357
C 2.445 -0.402 5.763
H -1.670 -0.197 -5.150
H 1.040 0.144 8.135
C 2.063 -0.275 -4.520
H 1.769 -1.648 -6.923
H 0.360 2.247 -3.707
C 2.080 1.895 -5.794
V 0.547 0.118 -0.076
H -0.205 3.492 5.492
C -1.068 -4.840 1.968
N 1.250 0.370 6.040
C 0.244 2.809 0.867
H -1.245 -3.683 -0.924
N -0.565 3.840 0.609
C -1.996 3.560 0.420
H -0.014 -5.161 2.020
H 3.124 -1.996 -2.922
C -0.061 5.071 0.018
H 3.346 -4.019 -6.404
C -1.527 -2.229 5.820
C 0.464 0.221 -6.438
C -1.577 0.240 -1.384
*
```


ORCA calculation (ωB97M-V/def2-TZVPD) on one molecule with the formula C4H5ClF2 at a distorted geometry.

Structure (SMILES)   C/C=C/C(F)(F)Cl
Total energy   -22185.4348 eV
Gap between HOMO and LUMO   11.09 eV
HOMO   -0.373 Eh

```
! wB97M-V def2-TZVPD RIJCOSX def2/J DEFGRID3
* xyz 0 1
H -1.332 -0.864 0.517
H -0.842 0.513 -1.344
Cl 0.748 -1.851 3.735
H 0.957 0.404 1.908
H 0.746 1.030 -0.421
F -1.532 -1.725 2.718
C -0.466 -0.386 0.567
C 0.145 -0.302 1.747
H 0.505 -0.498 -1.405
C -0.041 0.236 -0.751
C -0.516 -0.962 2.919
F -1.016 0.043 3.750
*
```


ORCA calculation (ωB97M-V/def2-TZVPD) on C19H29N2OSm as an isolated structure at a distorted geometry.

Total energy   -43090.6948 eV
<S²>   8.79
Gap between HOMO and LUMO (spin up / spin down)   7.49 / 8.50 eV
HOMO (spin up / spin down)   -0.560 / -0.560 Eh

```
! wB97M-V def2-TZVPD RIJCOSX def2/J DEFGRID3
* xyz 2 6
C -1.782 -3.056 -0.256
C -1.740 1.041 2.992
C -0.875 -2.194 -1.067
H -0.672 2.143 -1.164
H 1.619 2.839 0.778
C 0.551 -2.088 -0.886
C -1.679 0.340 6.708
H 2.065 2.325 -0.875
C -1.340 0.216 5.247
H 2.623 0.314 -2.322
C -0.069 2.879 -0.576
H 0.734 1.406 -3.146
H 0.437 -1.455 2.833
H -2.735 0.291 -2.667
H 0.003 -1.528 5.268
N -1.072 -0.544 7.572
H -0.665 3.081 0.327
H -0.987 1.167 -3.517
C -0.103 -0.430 -2.391
H -3.298 -0.740 -1.305
C -0.480 -0.737 4.676
H 2.383 -2.611 0.111
H 0.567 4.943 -0.816
H -2.719 1.823 4.724
C 1.026 -1.012 -1.718
H 0.539 4.032 -2.335
C -1.991 1.096 4.361
H -1.343 -3.323 0.721
H -2.764 -2.579 -0.088
O -2.492 1.168 7.106
N -0.839 0.166 2.454
H -2.274 1.692 2.289
C 2.451 -0.747 -2.079
H 1.279 1.229 0.170
H -1.247 -0.397 8.550
C 1.394 -3.037 -0.106
C -0.023 0.654 -3.410
C 1.274 2.300 -0.113
C -0.231 -0.722 3.303
H 3.135 -1.019 -1.263
H -3.142 -1.421 -2.947
H -1.955 -3.989 -0.814
H 1.555 -3.980 -0.656
C -1.284 -1.168 -2.009
H 0.249 0.248 -4.399
C 0.044 4.174 -1.376
H 2.771 -1.325 -2.968
C -2.686 -0.721 -2.231
H -0.293 -1.128 7.307
Sm -0.676 -0.145 -0.021
H 0.918 -3.298 0.850
H -0.970 4.521 -1.559
*
```


ORCA calculation (ωB97M-V/def2-TZVPD) on an isolated ion of composition C15H14NO4S and charge -1 at a distorted geometry.

Structure (SMILES)   Cc1ccc([S@@](=O)([O-])=NC(=O)Oc2cccc(C)c2)cc1
Total energy   -36298.8428 eV
Gap between HOMO and LUMO   8.13 eV
HOMO   -0.190 Eh

```
! wB97M-V def2-TZVPD RIJCOSX def2/J DEFGRID3
* xyz -1 1
H -2.233 -5.733 -0.637
H -2.564 -3.607 0.596
C -1.822 -4.800 -1.027
H 2.349 5.859 2.908
C 2.162 4.885 2.438
N -0.456 -0.196 0.271
C 1.415 4.792 1.259
C -1.094 -4.844 -2.217
O -2.488 -0.043 -1.065
H -0.038 -3.653 -3.662
H 3.257 3.800 3.915
H -1.328 -6.980 -2.421
H 0.188 -6.376 -3.066
H 2.859 1.556 2.865
C -0.870 -6.141 -2.942
O 1.152 1.196 0.740
H 0.147 6.504 1.353
C -0.594 -3.634 -2.720
C -1.494 -2.411 -0.845
C 1.468 2.392 1.402
C -0.016 0.594 1.263
C 2.353 2.452 2.494
H 0.547 3.444 -0.183
H -1.310 -6.097 -3.939
C 0.877 6.059 0.659
C -0.796 -2.423 -2.049
C -2.022 -3.605 -0.341
C 1.084 3.548 0.747
H -0.398 -1.486 -2.432
H 1.675 6.801 0.515
S -1.891 -0.871 -0.027
O -2.740 -1.415 1.003
C 2.657 3.713 3.013
O -0.410 0.814 2.433
H 0.371 5.907 -0.300
*
```


ORCA calculation (ωB97M-V/def2-TZVPD) on a 8-piece molecular cluster, C26H57IN8O9P overall at a distorted geometry.

Total energy   -75623.0924 eV
Gap between HOMO and LUMO   5.00 eV
HOMO   -0.119 Eh

```
! wB97M-V def2-TZVPD RIJCOSX def2/J DEFGRID3
* xyz -1 1
H 3.421 -11.274 4.860
H 7.735 9.110 -4.473
O -2.696 0.337 -3.909
H 2.268 -6.078 1.336
C -6.015 3.327 3.250
H -5.418 3.307 4.163
O -3.227 -3.218 -0.976
O 0.446 1.566 -0.512
C 2.191 4.472 -3.541
C -3.843 -2.145 -3.603
H -7.610 4.957 1.654
C -4.491 4.814 2.120
C -1.720 -2.282 1.211
C -1.019 -3.507 1.816
C -0.650 1.715 0.009
H -6.493 6.335 1.699
H -4.194 -1.637 -2.708
H -5.882 -1.923 -5.486
H 3.953 -6.067 0.756
O -3.545 4.085 2.321
H 3.367 -7.175 5.393
C 4.974 -5.891 3.085
C -2.840 -4.815 3.157
H 6.246 10.058 -4.585
H 7.428 10.416 -3.304
C -2.994 2.392 0.079
H -3.229 -5.006 2.160
H -7.071 3.263 3.503
H 3.332 -4.628 4.590
H -2.595 -5.735 3.694
H 5.756 -5.430 2.474
N -4.644 -0.651 0.908
H -0.842 1.430 1.056
C 4.102 -10.427 4.905
C 3.209 -5.527 1.338
H -3.648 -4.354 3.738
N 1.585 5.508 -4.365
C 6.332 8.898 -1.583
H 1.790 4.523 -2.529
H -3.651 0.509 -5.693
O 5.233 -7.923 5.116
H 2.983 7.046 -4.220
H -4.390 -3.074 -3.732
N 3.354 -9.203 5.134
H 4.819 -10.576 5.714
H 4.982 -6.966 2.924
C -4.870 -1.733 -5.854
H -2.926 2.043 1.103
C -3.426 -0.081 -4.785
H 5.178 -5.691 4.132
C -1.601 2.643 -1.995
H 1.498 -8.275 5.428
H -0.870 -2.721 -1.284
H -2.784 -2.361 -3.480
H 3.270 4.605 -3.515
N 6.301 8.680 -3.016
C 2.436 6.501 -4.989
H 3.150 6.009 -5.651
H -4.464 -2.658 -6.271
C 2.888 -4.710 3.580
H -3.276 3.442 0.079
H 5.791 8.109 -1.066
P -2.045 -2.380 -0.567
C -3.802 -1.262 1.422
H -1.798 -2.960 3.759
H -3.757 1.810 -0.446
H -0.811 -4.402 3.714
C 0.247 5.504 -4.516
C 1.910 -9.268 5.262
O -3.072 -2.187 1.904
H -2.543 3.045 -2.359
H -1.319 1.779 -2.591
H 1.841 7.205 -5.568
C 5.670 7.623 -3.565
H -5.734 2.470 2.637
H 5.195 6.966 -2.817
N 3.679 -5.358 2.705
H -4.393 5.768 1.571
H 3.029 -4.550 0.888
H -0.123 6.324 -5.158
H 7.367 8.905 -1.234
N -4.033 -1.280 -4.767
I -0.800 -5.290 0.520
H -2.336 -1.052 -0.983
C 6.969 9.625 -3.892
H 4.654 -10.351 3.967
H 1.953 3.489 -3.951
H -0.822 3.397 -2.083
N -1.725 2.234 -0.602
H -7.294 5.800 3.190
H 1.644 -9.909 6.106
H 0.000 -3.187 2.002
O 5.612 7.391 -4.756
H 5.869 9.859 -1.347
O -0.496 4.692 -4.007
O 1.795 -4.256 3.316
N -5.754 4.559 2.522
C -6.848 5.466 2.250
H 1.478 -9.681 4.348
C -1.613 -3.870 3.190
H -4.915 -0.980 -6.641
C 4.027 -8.042 5.220
*
```


> Which of these has the highest total energy?

C4H5ClF2


What did the fourth record say?
ORCA calculation (ωB97M-V/def2-TZVPD) on C19H29N2OSm as an isolated structure at a distorted geometry.

Total energy   -43090.6948 eV
<S²>   8.79
Gap between HOMO and LUMO (spin up / spin down)   7.49 / 8.50 eV
HOMO (spin up / spin down)   -0.560 / -0.560 Eh

```
! wB97M-V def2-TZVPD RIJCOSX def2/J DEFGRID3
* xyz 2 6
C -1.782 -3.056 -0.256
C -1.740 1.041 2.992
C -0.875 -2.194 -1.067
H -0.672 2.143 -1.164
H 1.619 2.839 0.778
C 0.551 -2.088 -0.886
C -1.679 0.340 6.708
H 2.065 2.325 -0.875
C -1.340 0.216 5.247
H 2.623 0.314 -2.322
C -0.069 2.879 -0.576
H 0.734 1.406 -3.146
H 0.437 -1.455 2.833
H -2.735 0.291 -2.667
H 0.003 -1.528 5.268
N -1.072 -0.544 7.572
H -0.665 3.081 0.327
H -0.987 1.167 -3.517
C -0.103 -0.430 -2.391
H -3.298 -0.740 -1.305
C -0.480 -0.737 4.676
H 2.383 -2.611 0.111
H 0.567 4.943 -0.816
H -2.719 1.823 4.724
C 1.026 -1.012 -1.718
H 0.539 4.032 -2.335
C -1.991 1.096 4.361
H -1.343 -3.323 0.721
H -2.764 -2.579 -0.088
O -2.492 1.168 7.106
N -0.839 0.166 2.454
H -2.274 1.692 2.289
C 2.451 -0.747 -2.079
H 1.279 1.229 0.170
H -1.247 -0.397 8.550
C 1.394 -3.037 -0.106
C -0.023 0.654 -3.410
C 1.274 2.300 -0.113
C -0.231 -0.722 3.303
H 3.135 -1.019 -1.263
H -3.142 -1.421 -2.947
H -1.955 -3.989 -0.814
H 1.555 -3.980 -0.656
C -1.284 -1.168 -2.009
H 0.249 0.248 -4.399
C 0.044 4.174 -1.376
H 2.771 -1.325 -2.968
C -2.686 -0.721 -2.231
H -0.293 -1.128 7.307
Sm -0.676 -0.145 -0.021
H 0.918 -3.298 0.850
H -0.970 4.521 -1.559
*
```